# 1
C24H26Br2ClCrN7O7P as an isolated structure. Source: the Open Molecules 2025 dataset; level of theory: ωB97M-V with the def2-TZVPD basis set.

Cartesian coordinates (Å):
Cr (1.089, 0.796, 0.494)
Cl (2.451, 4.796, -5.454)
C (2.403, 3.776, -4.048)
C (3.609, 3.357, -3.460)
C (3.608, 2.587, -2.328)
C (2.392, 2.213, -1.708)
O (2.429, 1.575, -0.579)
C (1.190, 2.572, -2.360)
C (-0.066, 2.090, -1.877)
O (-0.212, 1.314, -0.929)
C (1.210, 3.377, -3.518)
H (4.544, 3.662, -3.911)
H (4.531, 2.263, -1.868)
H (-0.968, 2.399, -2.420)
H (0.276, 3.673, -3.979)
Br (4.416, 0.055, 4.170)
C (3.940, -1.082, 2.744)
C (4.560, -2.342, 2.628)
C (4.247, -3.185, 1.602)
Br (5.122, -4.859, 1.479)
C (3.291, -2.810, 0.622)
C (2.896, -3.580, -0.494)
C (1.987, -3.073, -1.380)
C (1.439, -1.797, -1.156)
N (1.765, -1.075, -0.112)
C (2.685, -1.553, 0.769)
C (2.994, -0.662, 1.839)
O (2.363, 0.487, 1.877)
H (5.292, -2.635, 3.367)
H (3.326, -4.561, -0.641)
H (1.677, -3.638, -2.247)
H (0.719, -1.364, -1.837)
O (-0.219, 0.809, 3.396)
N (-0.759, -0.013, 2.679)
O (-1.677, -0.730, 3.024)
O (-0.298, -0.213, 1.471)
C (-5.152, -1.232, -1.561)
N (-4.265, -2.040, -2.397)
C (-4.211, -3.393, -1.845)
N (-3.819, -3.448, -0.442)
C (-4.729, -2.601, 0.327)
N (-4.789, -1.220, -0.148)
C (-3.520, -0.525, 0.087)
P (-2.068, -1.281, -0.799)
C (-2.927, -1.448, -2.451)
C (-2.429, -3.027, -0.251)
H (-6.162, -1.639, -1.649)
H (-5.151, -0.206, -1.935)
H (-3.507, -3.986, -2.435)
H (-5.206, -3.835, -1.938)
H (-4.420, -2.602, 1.373)
H (-5.733, -3.028, 0.251)
H (-3.301, -0.541, 1.156)
H (-3.619, 0.521, -0.218)
H (-2.301, -2.055, -3.113)
H (-3.005, -0.455, -2.907)
H (-2.185, -3.094, 0.813)
H (-1.767, -3.716, -0.785)
C (-0.032, 4.839, 3.960)
N (-0.167, 4.069, 2.744)
C (0.723, 3.165, 2.302)
N (1.839, 2.960, 3.026)
O (0.509, 2.612, 1.194)
H (-0.929, 5.437, 4.094)
H (0.830, 5.507, 3.916)
H (0.065, 4.190, 4.834)
H (-0.981, 4.176, 2.165)
H (1.798, 3.139, 4.015)
H (2.358, 2.126, 2.762)

As for the expectation value of S²: 0.76. For the energy above the lowest of the compared OMol25 structures with the same formula, charge and spin, the calculation gives 8.70 kJ/mol. The calculation puts the HOMO energy (spin up / spin down) at -7.91 / -7.91 eV. Its spin multiplicity is 2. Its total charge is 0. The calculation puts the total energy at -8834.17980 Ha.


# 2
A 6-piece molecular cluster, C10H30BF4O10 overall at a distorted geometry. Source: the Open Molecules 2025 dataset; level of theory: ωB97M-V with the def2-TZVPD basis set.

Cartesian coordinates (Å):
B (-0.521, 0.181, 1.044)
F (0.612, -0.621, 1.213)
F (-0.156, 1.315, 0.290)
F (-1.537, -0.498, 0.356)
F (-1.034, 0.534, 2.326)
C (2.060, -2.403, -1.404)
C (1.456, -3.627, -0.738)
O (2.476, -4.512, -0.279)
O (2.647, -1.595, -0.378)
H (1.241, -1.837, -1.864)
H (2.806, -2.596, -2.168)
H (0.930, -4.145, -1.548)
H (0.761, -3.347, 0.053)
H (2.976, -3.976, 0.354)
H (1.953, -1.185, 0.165)
C (-4.613, -1.090, -1.323)
C (-3.384, -0.744, -2.156)
O (-3.020, 0.625, -2.074)
O (-4.279, -1.100, 0.053)
H (-5.064, -2.025, -1.653)
H (-5.274, -0.232, -1.498)
H (-3.642, -0.992, -3.196)
H (-2.535, -1.371, -1.867)
H (-2.534, 0.813, -2.880)
H (-4.712, -1.798, 0.544)
C (1.234, 3.627, -3.116)
C (1.399, 2.117, -3.033)
O (1.635, 1.555, -4.326)
O (1.049, 4.091, -1.797)
H (0.381, 3.854, -3.772)
H (2.043, 4.138, -3.662)
H (0.491, 1.681, -2.612)
H (2.159, 1.741, -2.344)
H (2.565, 1.665, -4.534)
H (0.851, 5.032, -1.830)
C (0.074, -3.862, 3.156)
C (-1.227, -4.383, 2.549)
O (-1.537, -3.885, 1.233)
O (0.055, -2.511, 3.548)
H (0.906, -3.909, 2.442)
H (0.343, -4.594, 3.922)
H (-2.125, -4.386, 3.166)
H (-0.959, -5.422, 2.309)
H (-1.832, -2.968, 1.356)
H (0.155, -1.956, 2.769)
C (1.632, 3.813, 2.108)
C (1.211, 5.268, 2.061)
O (1.719, 6.044, 3.141)
O (0.973, 3.167, 3.156)
H (2.729, 3.789, 2.236)
H (1.362, 3.349, 1.152)
H (0.119, 5.325, 2.126)
H (1.372, 5.698, 1.062)
H (2.677, 5.936, 3.095)
H (0.931, 2.210, 3.066)

For the energy above the lowest of the compared OMol25 structures with the same formula, charge and spin, the calculation gives 134.53 kJ/mol. The calculation puts the HOMO energy at -7.05 eV. Its spin multiplicity is 1. Its total charge is -1. The calculation puts the total energy at -1575.94653 Ha.


# 3
An isolated ion of composition C20H24N and charge +1 at a distorted geometry. Source: the Open Molecules 2025 dataset; level of theory: ωB97M-V with the def2-TZVPD basis set.

Cartesian coordinates (Å):
C (2.112, 0.230, 3.192)
N (1.238, 0.165, 1.981)
C (2.091, 0.021, 0.763)
C (3.103, 1.137, 0.673)
C (4.294, 1.129, 1.306)
C (5.264, 2.205, 1.312)
C (6.393, 2.096, 2.161)
C (7.349, 3.103, 2.235)
C (7.216, 4.253, 1.437)
C (6.117, 4.375, 0.577)
C (5.140, 3.372, 0.515)
C (1.243, -0.163, -0.510)
C (0.822, -1.457, -0.855)
C (0.066, -1.688, -2.004)
C (-0.205, -0.636, -2.875)
C (0.291, 0.638, -2.597)
C (0.986, 0.885, -1.404)
C (0.329, -1.076, 2.179)
C (-1.113, -0.623, 2.017)
C (-1.132, 0.913, 1.958)
C (0.317, 1.418, 1.945)
H (2.737, 1.122, 3.162)
H (1.469, 0.253, 4.072)
H (2.722, -0.678, 3.203)
H (2.603, -0.929, 0.950)
H (2.838, 1.986, 0.031)
H (4.584, 0.267, 1.922)
H (6.508, 1.177, 2.740)
H (8.206, 2.985, 2.897)
H (7.969, 5.042, 1.494)
H (6.039, 5.255, -0.064)
H (4.308, 3.466, -0.183)
H (1.129, -2.305, -0.232)
H (-0.267, -2.709, -2.211)
H (-0.784, -0.818, -3.776)
H (0.154, 1.449, -3.312)
H (1.372, 1.895, -1.219)
H (0.643, -1.862, 1.499)
H (0.500, -1.431, 3.201)
H (-1.548, -1.050, 1.104)
H (-1.692, -1.001, 2.872)
H (-1.674, 1.269, 1.069)
H (-1.661, 1.323, 2.833)
H (0.521, 1.978, 2.866)
H (0.568, 2.047, 1.081)

Its SMILES is C[N+]1([C@H](/C=C/c2ccccc2)c2ccccc2)CCCC1. For the energy above the lowest of the compared OMol25 structures with the same formula, charge and spin, the calculation gives 76.29 kJ/mol. The calculation puts the HOMO energy at -11.38 eV. Its spin multiplicity is 1. Its total charge is +1. The calculation puts the total energy at -831.00458 Ha.


# 4
C24H24N6O3 as an isolated structure at a distorted geometry. Source: the Open Molecules 2025 dataset; level of theory: ωB97M-V with the def2-TZVPD basis set.

Cartesian coordinates (Å):
C (4.310, 2.896, 1.582)
C (4.724, 1.934, 0.503)
C (5.990, 1.939, -0.107)
C (6.495, 1.114, -0.990)
C (5.643, 0.289, -1.397)
N (4.513, 0.047, -0.711)
C (4.082, 0.961, 0.330)
N (2.838, 0.854, 0.542)
C (2.055, -0.156, 0.217)
N (0.743, -0.203, 0.935)
C (0.007, -1.469, 0.666)
N (-0.985, -1.562, 1.352)
H (-1.323, -0.739, 2.245)
C (0.173, -2.241, -0.431)
C (1.365, -2.006, -1.166)
C (2.428, -1.152, -0.509)
C (3.581, -1.006, -1.134)
O (4.129, -1.863, -1.970)
H (1.494, -2.807, -2.008)
C (-0.843, -3.068, -0.977)
O (-0.746, -3.306, -2.304)
N (-1.804, -3.388, -0.181)
C (-3.175, -3.813, -0.850)
C (-4.134, -2.668, -0.644)
C (-3.813, -1.313, -1.330)
N (-4.728, -0.261, -0.966)
C (-5.970, -0.286, -0.533)
C (-6.408, -1.853, -0.442)
C (-5.471, -2.783, -0.314)
H (-5.933, -3.798, -0.147)
H (-7.433, -1.932, -0.168)
H (-6.528, 0.511, -0.641)
H (-2.842, -1.082, -1.336)
H (-3.607, -4.446, -0.295)
H (-3.006, -3.900, -1.870)
H (-1.945, -3.021, 0.576)
C (0.366, 0.979, 1.541)
H (1.294, 1.153, 2.508)
H (-0.368, 0.635, 2.394)
C (0.073, 1.940, 0.812)
C (-1.300, 1.597, 0.005)
H (-0.692, 1.340, -0.993)
C (-2.147, 2.801, -0.011)
H (-3.239, 2.533, -0.136)
C (-1.867, 3.233, 1.280)
H (-2.430, 4.287, 1.554)
O (-0.680, 3.195, 1.627)
H (-2.662, 2.666, 2.181)
H (-2.012, 3.496, -0.900)
H (-1.520, 0.645, 0.207)
H (0.770, 2.399, 0.145)
H (5.957, -0.722, -2.101)
H (7.370, 1.089, -1.530)
H (6.703, 2.875, 0.360)
H (4.938, 3.736, 1.791)
H (3.400, 3.167, 1.323)
H (4.170, 2.527, 2.415)

For the energy above the lowest of the compared OMol25 structures with the same formula, charge and spin, the calculation gives 1996.94 kJ/mol. The calculation puts the HOMO energy at -8.27 eV. Its spin multiplicity is 1. Its total charge is 0. The calculation puts the total energy at -1482.46235 Ha.


# 5
An isolated ion of composition CH4Br2N and charge +1 at a distorted geometry. Source: the Open Molecules 2025 dataset; level of theory: ωB97M-V with the def2-TZVPD basis set.

Cartesian coordinates (Å):
N (0.339, -0.129, -0.030)
C (-1.216, -0.673, -0.396)
Br (-1.135, -1.264, -2.244)
Br (-1.725, -2.004, 1.034)
H (0.210, 0.097, 1.041)
H (0.691, 0.575, -0.686)
H (0.991, -0.963, -0.032)
H (-1.741, 0.357, -0.292)

Its SMILES is [NH3+]C(Br)Br. For the energy above the lowest of the compared OMol25 structures with the same formula, charge and spin, the calculation gives 43.50 kJ/mol. The calculation puts the HOMO energy at -15.43 eV. Its spin multiplicity is 1. Its total charge is +1. The calculation puts the total energy at -5242.97480 Ha.